(1)
73
Properties=species:S:1:pos:R:3 method="wB97M-V/def2-TZVPD" s_squared=0.7603 orbital_gap_ha="0.26827 / 0.25102" spin_multiplicity=2 total_charge=+3 e_homo_ev="-16.96 / -16.87" energy_ev=-104615.0853
Ru 0.04670 0.55534 -0.18471
C 3.07176 -0.15570 1.84895
C 1.71756 -0.05668 2.52221
N 0.82645 0.96797 1.92807
C 1.23538 2.36508 2.11280
C 0.27549 3.22143 1.34392
N 0.26019 2.87720 -0.08649
C 1.27769 3.58813 -0.88288
C 1.09206 3.40756 -2.39366
C 0.12325 2.32221 -2.82041
N 0.40660 0.95748 -2.35122
C 1.66274 0.32421 -2.76269
C 2.79663 0.63996 -1.82341
N 2.35158 0.56162 -0.41285
C 2.99237 -0.51880 0.38153
H 3.62731 -0.93843 2.36650
H 3.64932 0.76476 1.97827
H 1.86697 0.15927 3.58337
H 1.20573 -1.01544 2.44074
H -0.09267 0.86006 2.35791
H 2.26394 2.50293 1.77814
H 1.20475 2.65238 3.16680
H 0.52157 4.27477 1.49801
H -0.72377 3.03959 1.73519
H -0.66317 3.09993 -0.44975
H 2.26143 3.24995 -0.55542
H 1.24300 4.65726 -0.66392
H 2.06459 3.27403 -2.86585
H 0.68130 4.32339 -2.82009
H 0.09016 2.32975 -3.91279
H -0.88518 2.55547 -2.47458
H -0.34875 0.38506 -2.72772
H 1.93741 0.61492 -3.78034
H 1.49146 -0.75193 -2.75318
H 3.21742 1.62505 -2.01729
H 3.58888 -0.08416 -2.01405
H 2.57428 1.43722 0.04459
H 4.00417 -0.69810 0.01151
H 2.41707 -1.43268 0.25510
C -3.33367 1.79256 2.87653
As -3.33650 1.94625 0.96431
C -4.84747 1.04861 0.21920
C -3.47578 3.81541 0.55873
O -1.92844 1.27352 0.33799
H -4.34230 1.98800 3.24225
H -2.66184 2.52999 3.31376
H -3.03784 0.78916 3.17671
H -5.75938 1.48591 0.62567
H -4.80389 -0.00929 0.46804
H -4.83870 1.17498 -0.86171
H -4.37223 4.18592 1.05857
H -3.58649 3.96425 -0.51414
H -2.62069 4.37598 0.93269
C 2.17712 -3.78399 -0.96920
N 0.95280 -4.23771 -0.31932
C 1.10807 -5.49970 0.41879
C -0.19885 -3.56291 -0.34975
S -0.18486 -1.81052 -0.40446
N -1.37199 -4.17291 -0.32687
C -2.63106 -3.48615 -0.04006
C -1.54253 -5.56076 -0.78825
H 2.51001 -4.55309 -1.66735
H 2.96844 -3.63775 -0.23264
H 1.99811 -2.86632 -1.51907
H 2.02433 -5.43203 1.00498
H 1.20603 -6.35473 -0.24925
H 0.27980 -5.65386 1.10171
H -2.46631 -2.62147 0.59289
H -3.29378 -4.18273 0.46977
H -3.10655 -3.17001 -0.96945
H -0.70953 -5.86503 -1.41219
H -2.45073 -5.60301 -1.38675
H -1.65698 -6.24871 0.04756

=====

(2)
76
Properties=species:S:1:pos:R:3 method="wB97M-V/def2-TZVPD" s_squared=0.7595 orbital_gap_ha="0.27552 / 0.09495" spin_multiplicity=2 total_charge=+3 e_homo_ev="-16.61 / -16.61" energy_ev=-47202.2520
Be -8.80321 -13.69078 -6.18137
Pb -12.32094 -13.02794 -8.46877
F -10.08323 -12.02986 -7.55473
F -10.92425 -14.75600 -7.15730
C -10.84594 -15.47909 -3.77568
O -10.34250 -14.18261 -4.12151
C -10.59952 -13.20368 -3.04746
C -9.79885 -11.86111 -3.20267
N -9.48753 -11.68679 -4.64147
C -8.60635 -10.56521 -4.83142
C -7.10611 -10.97603 -4.81590
O -7.00999 -12.18925 -5.57638
C -5.70927 -12.70253 -5.88641
H -10.45964 -15.90766 -2.85090
H -10.62368 -16.27621 -4.48511
H -11.92213 -15.55688 -3.62124
H -10.17759 -13.63489 -2.13964
H -11.68244 -13.13358 -2.94504
H -8.85639 -11.84993 -2.65518
H -10.25950 -10.95157 -2.81715
H -10.31030 -11.44144 -5.17339
H -8.81038 -9.68338 -4.22410
H -8.68140 -10.11499 -5.82126
H -6.79649 -11.15719 -3.78661
H -6.52906 -10.16787 -5.26534
H -5.05153 -12.08589 -6.49897
H -5.78677 -13.66146 -6.39880
H -5.18649 -12.90941 -4.95260
C -7.43243 -12.52955 -9.30506
O -7.74011 -13.64137 -8.41760
C -8.12246 -14.83591 -9.10720
C -8.07785 -16.01684 -8.20897
N -7.38035 -15.73663 -6.93625
C -7.57336 -16.89517 -6.03165
C -7.10693 -16.43719 -4.63621
O -7.68771 -15.17639 -4.31752
C -7.12444 -14.78110 -3.08614
H -6.51586 -12.79150 -9.83364
H -7.29610 -11.52727 -8.89892
H -8.13677 -12.37268 -10.12200
H -7.49553 -15.13057 -9.94877
H -9.13710 -14.80829 -9.50448
H -7.55814 -16.90749 -8.56217
H -9.08325 -16.33921 -7.93813
H -6.41568 -15.82468 -7.22216
H -6.91843 -17.67312 -6.42402
H -8.61186 -17.21820 -5.95891
H -6.02822 -16.30039 -4.56012
H -7.35118 -17.23684 -3.93692
H -6.06989 -14.50555 -3.09604
H -7.32569 -15.54823 -2.33842
H -7.60627 -13.87985 -2.70708
C -11.44724 -16.26714 -9.88253
O -11.78399 -14.87546 -10.18611
C -11.21418 -14.55803 -11.41924
C -11.24102 -13.00680 -11.69996
N -11.01997 -12.15048 -10.55839
C -11.12866 -10.73645 -11.00809
C -10.06509 -10.26650 -12.09944
O -8.84325 -10.89939 -11.98981
C -7.74703 -10.20059 -12.53852
H -10.44072 -16.34353 -9.47122
H -11.62997 -17.09327 -10.56971
H -12.11304 -16.48963 -9.04868
H -11.72234 -15.13947 -12.18852
H -10.16795 -14.84656 -11.52060
H -12.18489 -12.85156 -12.22255
H -10.54807 -12.93360 -12.53816
H -10.01326 -12.17271 -10.47997
H -10.79044 -10.21365 -10.11344
H -12.10004 -10.38922 -11.36017
H -9.99833 -9.18548 -11.97686
H -10.42577 -10.43696 -13.11382
H -7.87124 -10.18379 -13.62128
H -6.83975 -10.76537 -12.32413
H -7.73174 -9.22793 -12.04679

=====

(3)
75
Properties=species:S:1:pos:R:3 method="wB97M-V/def2-TZVPD" relative_energy_kcal_mol=535.91 orbital_gap_ha=0.23252 total_charge=+1 e_homo_ev=-10.08 energy_ev=-49054.6285
Li 2.26887 0.41838 2.28248
Li 2.03910 0.66078 -0.25141
Cl 1.10459 0.06210 1.00573
C 0.02358 5.34961 0.08862
O 0.50956 4.01731 0.01435
C 1.78934 3.73951 -0.61611
C 2.14354 2.29988 -0.37168
N 1.63186 1.23739 -1.27976
C 0.20633 1.04213 -1.20942
C -0.71451 2.05810 -1.82430
O -0.69453 1.97893 -3.21819
C -1.36495 0.90910 -3.84848
H -0.65449 5.65437 0.88577
H -0.39410 5.61941 -0.88136
H 0.85965 6.01438 0.30583
H 2.67637 4.27434 -0.27665
H 1.63916 3.97556 -1.66960
H 2.08026 1.95481 0.66033
H 3.21864 2.15356 -0.47582
H 1.99217 1.26262 -2.22297
H -0.06897 0.59634 -0.25360
H 0.07388 0.17792 -1.86034
H -0.23269 3.03407 -1.76588
H -1.75857 2.14851 -1.52450
H -0.88175 -0.06746 -3.81735
H -1.28656 1.15126 -4.90834
H -2.41469 0.76983 -3.59012
C -0.58491 -4.18602 1.95025
O -0.08264 -3.37685 3.02437
C 0.56339 -2.24579 2.64791
C 0.91871 -1.30668 3.96872
N 1.20843 0.08917 3.48797
C 1.10847 1.20591 4.44352
C 0.85241 2.56178 3.78393
O -0.53517 2.90367 3.62778
C -0.64475 3.79917 2.51949
H -1.46335 -3.69862 1.52732
H -0.95477 -5.15700 2.27965
H 0.22549 -4.42212 1.26060
H -0.25280 -1.74187 2.13021
H 1.46974 -2.25328 2.04246
H 1.67255 -1.67136 4.66647
H -0.02596 -1.34405 4.51121
H 0.70809 0.25923 2.62725
H 2.03546 1.27300 5.01299
H 0.34192 0.96217 5.17911
H 1.27899 2.44479 2.78772
H 1.37968 3.39416 4.25000
H -1.70401 3.88215 2.27621
H -0.06463 3.41914 1.67857
H -0.13959 4.73950 2.74019
C -3.20493 -2.58433 -4.92043
O -3.72408 -3.07364 -3.69174
C -2.86812 -3.71980 -2.73226
C -2.43545 -2.83008 -1.48318
N -1.19510 -2.15684 -1.69805
C -0.62781 -1.22088 -0.70017
C 0.70303 -1.78751 -0.11939
O 1.21457 -2.66824 -1.18991
C 2.40938 -3.29487 -0.64890
H -2.15022 -2.77163 -5.12191
H -3.21216 -1.49907 -4.81922
H -3.79880 -2.80968 -5.80622
H -1.88314 -3.73395 -3.19886
H -3.14065 -4.73737 -2.45230
H -2.41371 -3.42956 -0.57309
H -3.18963 -2.05989 -1.32156
H -0.38456 -2.72626 -1.89523
H -1.23337 -1.08121 0.19532
H -0.33957 -0.21499 -1.00546
H 0.51570 -2.15819 0.88838
H 1.40362 -0.98731 0.11928
H 2.48888 -3.84175 0.29062
H 3.23050 -2.58440 -0.55342
H 2.73387 -4.05142 -1.36335

=====

(4)
74
Properties=species:S:1:pos:R:3 method="wB97M-V/def2-TZVPD" orbital_gap_ha=0.17782 total_charge=+1 e_homo_ev=-11.08 energy_ev=-44099.1226
Pb 30.91326 16.36479 27.38104
F 28.46155 14.27444 25.28668
C 33.52660 17.40150 31.07905
O 32.95547 18.22666 30.03950
C 33.06396 19.58159 30.18600
C 32.45947 20.40830 29.04125
N 32.56173 19.75234 27.74333
C 34.07037 19.79569 27.41986
C 34.09220 19.27454 26.00954
O 33.33855 18.06478 25.91962
C 33.35074 17.45101 24.64508
H 33.53282 16.32560 30.90440
H 33.17734 17.64695 32.08198
H 34.57667 17.68432 31.15289
H 34.11583 19.79381 30.37737
H 32.58427 20.04720 31.04694
H 32.96853 21.36960 29.11110
H 31.41928 20.66806 29.23780
H 32.13043 20.43645 27.13828
H 34.58693 19.15730 28.13659
H 34.47714 20.79748 27.55792
H 35.12845 19.08791 25.72768
H 33.73464 19.95914 25.24040
H 32.77392 16.53891 24.49188
H 34.39541 17.32534 24.36053
H 33.01090 18.10389 23.84111
C 28.72078 23.44881 27.07841
O 28.60666 22.17261 26.38175
C 27.18503 21.80215 26.24829
C 27.04286 20.38551 25.72426
N 27.38194 19.27541 26.64262
C 26.31070 18.96034 27.61733
C 26.70826 17.90143 28.68273
O 27.96323 18.34566 29.34182
C 27.56049 19.08039 30.48574
H 27.85686 24.07469 26.85482
H 29.62595 24.04576 26.96688
H 28.68293 23.22034 28.14353
H 26.68059 22.56334 25.65313
H 26.68882 21.90054 27.21379
H 27.55504 20.33889 24.76321
H 26.03675 20.14927 25.37781
H 27.27233 18.46715 26.04697
H 25.49364 18.45114 27.10623
H 25.88895 19.80533 28.16158
H 26.88785 16.92269 28.23786
H 25.87787 17.73190 29.36815
H 28.43581 19.50821 30.97450
H 27.22810 18.42696 31.29236
H 26.87872 19.91937 30.34647
C 37.73898 11.51187 26.22022
O 36.66055 12.29407 26.53180
C 36.30996 12.44014 27.92073
C 35.12486 13.44338 28.13856
N 33.98603 13.35015 27.21979
C 33.24195 12.07082 27.30285
C 32.60178 11.78590 28.62413
O 31.93194 12.93558 29.21647
C 31.29819 12.59853 30.46374
H 38.05609 11.73696 25.20195
H 37.53231 10.44398 26.29091
H 38.49098 11.83132 26.94172
H 37.12107 12.69305 28.60353
H 35.92135 11.44872 28.15346
H 35.52857 14.43853 27.95206
H 34.72031 13.43427 29.15066
H 34.43108 13.27818 26.31600
H 33.78199 11.14915 27.08612
H 32.39722 12.03943 26.61470
H 33.32421 11.35132 29.31503
H 31.79902 11.10910 28.33152
H 31.72878 11.76644 31.02080
H 30.26158 12.33439 30.25453
H 31.18864 13.50575 31.05792

=====

(5)
80
Properties=species:S:1:pos:R:3 method="wB97M-V/def2-TZVPD" orbital_gap_ha=0.19996 total_charge=+1 e_homo_ev=-11.83 energy_ev=-122969.0510
Zn 1.40976 2.24288 2.37103
F 2.12198 0.93232 1.35412
C -0.74492 -0.17470 -0.97897
C -1.49078 0.86607 -1.79572
O -2.86508 0.47671 -1.89673
P -3.92636 1.58961 -2.37696
O -3.37459 2.66039 -3.20354
O -5.00721 0.66793 -3.03467
C -5.08892 0.49385 -4.45392
C -6.48286 0.76288 -4.96053
O -4.64338 2.00968 -1.03352
C -3.91861 2.79714 -0.07627
C -4.85961 3.80796 0.52650
H 0.28063 0.09723 -0.73984
H -1.34849 -0.23265 -0.06664
H -0.76715 -1.14923 -1.46377
H -1.40631 1.82768 -1.27899
H -1.07407 0.97853 -2.79764
H -4.40438 1.19594 -4.94395
H -4.64543 -0.45171 -4.77444
H -7.24502 0.23821 -4.38626
H -6.68366 1.83338 -4.92819
H -6.54769 0.45106 -6.00369
H -3.54297 2.02298 0.59918
H -3.09167 3.39595 -0.46939
H -4.43128 4.60171 1.13531
H -5.26972 4.36594 -0.32457
H -5.74974 3.36585 0.97359
C 1.40503 0.69470 8.62845
C 0.22543 0.80908 7.70995
O 0.67108 1.34613 6.40582
P 0.51298 0.47877 5.13019
O 0.92418 1.22336 3.90365
O 1.35847 -0.81026 5.39760
C 2.80506 -0.66920 5.43975
C 3.41793 -1.24864 4.19090
O -0.96589 0.02274 5.06195
C -1.37271 -0.98779 4.11456
C -2.44534 -0.47302 3.17842
H 2.10105 -0.08999 8.33356
H 1.98793 1.60694 8.76005
H 1.04565 0.47351 9.63626
H -0.23041 -0.15305 7.48714
H -0.50887 1.49754 8.11855
H 3.06376 0.38612 5.58136
H 3.14543 -1.11721 6.37259
H 3.02155 -2.26059 4.05230
H 2.92018 -0.78102 3.33472
H 4.50021 -1.27200 4.16196
H -0.56226 -1.42981 3.52677
H -1.75250 -1.84445 4.67136
H -2.06296 0.20898 2.41749
H -2.98211 -1.28451 2.69363
H -3.14938 0.10092 3.78593
C 4.47874 -1.36713 -5.57559
C 4.99805 -2.44247 -4.64625
O 3.96665 -3.02449 -3.85149
P 3.05227 -2.31926 -2.78829
O 2.75215 -3.11136 -1.60274
O 3.85835 -0.97735 -2.50999
C 3.24620 0.04586 -1.73069
C 4.41936 0.78183 -1.07185
O 1.77513 -1.76989 -3.56117
C 1.12710 -2.58164 -4.59262
C -0.31463 -2.13843 -4.63117
H 3.80083 -0.64876 -5.09750
H 5.27287 -0.74490 -5.98033
H 3.74724 -1.78903 -6.27059
H 5.54179 -3.18503 -5.22761
H 5.74982 -2.03694 -3.96412
H 2.78186 0.76033 -2.41436
H 2.54697 -0.32295 -0.98265
H 5.06138 1.12875 -1.88298
H 4.15688 1.68469 -0.52112
H 4.94003 0.07465 -0.42926
H 1.63292 -2.37802 -5.53219
H 1.20807 -3.60146 -4.21894
H -0.74892 -2.53099 -5.55454
H -0.91859 -2.55299 -3.82419
H -0.40849 -1.05386 -4.60422

=====

(6)
80
Properties=species:S:1:pos:R:3 method="wB97M-V/def2-TZVPD" relative_energy_kcal_mol=55.71 s_squared=2.0185 orbital_gap_ha="0.09714 / 0.15793" spin_multiplicity=3 total_charge=-2 e_homo_ev="1.06 / -0.59" energy_ev=-104200.2093
O -0.03496 0.85241 0.19626
V 1.27824 -0.01482 0.59199
C 0.98853 -2.67736 -3.20855
C 1.50741 -1.69998 -2.15659
C 1.92975 -0.39432 -2.73129
O 0.77077 -1.56848 -0.93898
H 1.87796 -2.93180 -3.78499
H 0.19546 -2.23703 -3.81290
H 0.55685 -3.59121 -2.80036
H 2.31381 -2.36365 -1.84454
H 2.90546 -0.62846 -3.15705
H 2.22168 0.27285 -1.92026
H 1.23758 0.05107 -3.44590
C 4.77067 2.70916 -0.16478
C 3.23011 2.95193 -0.01732
C 2.65575 3.59340 -1.21786
O 2.54930 1.79460 0.33015
H 5.11377 2.28329 0.77810
H 5.32067 3.63358 -0.34098
H 5.07350 2.04107 -0.97103
H 2.94017 3.68326 0.73712
H 2.62088 2.83232 -1.99736
H 3.27657 4.39947 -1.60898
H 1.69703 4.10435 -1.12917
C 0.25392 -0.81148 4.98538
C -0.38619 -0.65915 3.59767
C -1.44946 0.44634 3.69776
O 0.57396 -0.38616 2.63366
H -0.53643 -1.04554 5.69859
H 0.75461 0.01794 5.48484
H 1.03679 -1.56980 4.97368
H -1.02260 -1.51723 3.38143
H -2.03756 0.53565 2.78438
H -1.19981 1.46715 3.98711
H -2.22245 0.03061 4.34408
O -4.48501 3.53546 -2.49446
S -4.30417 3.32221 -1.02668
O -3.78762 2.17196 -0.28101
O -3.52637 4.62921 -0.38145
C -2.34188 5.06873 -1.03687
C -1.03391 4.74620 -0.21670
C -5.88539 3.86686 -0.16027
H -2.52298 6.14356 -1.04342
H -2.37266 4.66113 -2.04732
H -1.10267 5.21904 0.76299
H -0.14885 5.16894 -0.69216
H -0.68194 3.71668 -0.15105
H -6.80513 3.33979 -0.41394
H -6.05302 4.85657 -0.58511
H -5.60876 3.94548 0.89111
O 5.66473 -1.23406 1.90179
S 4.34399 -1.76420 1.78628
O 3.20212 -1.25516 0.95244
O 4.48108 -3.45192 1.38882
C 5.40075 -4.14488 2.23019
C 6.04992 -5.26845 1.41862
C 3.66756 -2.02918 3.34730
H 4.94621 -4.51895 3.14756
H 6.25019 -3.55048 2.56674
H 5.24463 -5.96893 1.19742
H 6.86977 -5.75322 1.94867
H 6.28609 -4.93639 0.40765
H 4.47390 -2.08322 4.07873
H 3.12872 -2.97625 3.37603
H 3.03152 -1.19041 3.63019
O -4.21036 -3.14084 -0.15883
S -4.08242 -2.39870 -1.42322
O -3.43116 -2.91584 -2.61844
O -5.53347 -1.77855 -1.77713
C -6.36388 -2.39237 -2.72250
C -6.04205 -1.93245 -4.14289
C -3.15697 -0.84368 -1.07482
H -7.37524 -2.23160 -2.34914
H -6.37772 -3.48121 -2.77092
H -5.18776 -2.47448 -4.54847
H -5.73694 -0.89707 -3.99114
H -6.84082 -1.88127 -4.88278
H -2.94950 -0.36269 -2.03070
H -2.20154 -0.98774 -0.57035
H -3.65272 -0.15161 -0.39410